No. 1
80
Properties=species:S:1:pos:R:3:forces:R:3:mulliken_charge:R:1 method="wB97M-V/def2-TZVPD" homo_lumo_gap_ev=7.8 molar_mass_da=604.0 multiplicity=1 e_tot_ha=-3257.97021 e_homo_ev=-8.26 max_force_ha_per_bohr=0.05691
Cl 3.208449 -2.495353 -0.217820 -0.35 1.01 -0.16 -0.232
N -2.442089 -3.055243 1.053701 -0.20 1.60 -1.10 -0.438
N -1.065309 -2.887895 1.271909 -1.33 0.41 0.11 -0.554
S -4.655367 -2.046495 -0.254366 1.49 0.15 0.16 -0.118
S -1.840836 -0.751206 0.017038 0.14 -0.60 0.76 -0.203
C -2.971855 -2.046887 0.385042 0.42 -1.45 0.40 0.622
C -0.645026 -1.733278 0.853952 1.03 0.28 -0.70 0.116
C 3.077572 1.543231 -0.755064 -0.44 -0.44 -1.10 -0.182
C 1.799422 1.886462 -0.314569 -0.40 -0.52 0.11 -1.067
C 3.413928 0.166187 -0.884038 0.47 1.38 0.52 -0.388
C 0.990300 0.834638 0.165043 0.15 1.86 0.59 -0.323
C 2.653037 -0.815425 -0.303741 0.58 -0.68 -0.46 0.741
C 1.442662 -0.462734 0.245391 -1.49 -1.17 1.04 -0.372
N 0.714407 -1.447326 0.942346 -1.31 0.19 -0.16 0.368
H -4.374707 -0.966022 -1.044859 -0.45 -0.25 0.37 0.147
H 3.745117 2.301383 -1.157892 -0.07 -0.29 0.17 0.286
H 1.305363 2.896276 -0.367804 1.14 -0.97 0.10 0.514
H 4.318304 -0.131545 -1.371570 0.54 0.08 -0.13 0.552
H 0.083686 1.178056 0.658768 -0.13 -0.62 -0.09 0.477
H 1.214909 -2.191886 1.408585 0.22 0.12 -0.06 0.163
O 3.335781 4.775393 1.328517 -0.21 0.22 2.33 -0.798
H 2.956586 4.029386 1.897238 0.78 1.62 -0.98 0.367
H 3.675218 5.501270 1.946291 -0.87 -1.61 -0.99 0.320
O -1.975253 -2.023086 -2.908594 1.48 -1.00 -0.67 -0.562
H -1.937789 -3.033424 -2.948265 0.41 2.21 0.10 0.311
H -1.063261 -1.663800 -3.159485 -1.93 -1.24 0.56 0.281
O 2.339354 5.694389 -1.103677 -2.00 0.52 1.24 -0.712
H 1.370475 5.976824 -1.176244 2.08 -0.60 0.45 0.347
H 2.524967 5.449791 -0.139582 -0.37 0.26 -1.64 0.355
O 3.963630 -0.408433 2.537778 -0.21 1.38 -1.31 -0.687
H 4.597606 0.335190 2.275365 -1.63 -1.54 0.24 0.323
H 3.168130 -0.379453 1.913200 1.96 0.28 1.26 0.370
O 5.272077 -2.605176 -2.753136 1.61 1.12 0.52 -0.641
H 5.778307 -2.719219 -1.884525 -0.90 0.56 -2.04 0.312
H 5.712215 -1.861262 -3.279095 -0.64 -1.58 1.46 0.318
O -0.093072 1.316890 -2.656159 0.66 -1.56 0.46 -0.708
H 0.193082 1.253589 -1.687723 -0.39 -0.31 -2.24 0.370
H 0.212357 0.477011 -3.130581 -0.46 1.84 1.36 0.284
O -3.708674 -1.900113 3.968633 -0.49 1.41 -1.19 -0.667
H -4.540534 -2.136137 3.443216 1.20 0.77 0.78 0.353
H -3.451415 -0.948460 3.740745 -0.83 -2.04 0.39 0.323
O -3.762149 -4.899569 3.247588 1.30 0.65 1.14 -0.675
H -3.579295 -3.904442 3.241179 0.16 -2.18 0.23 0.341
H -3.086347 -5.340257 3.858199 -1.39 1.40 -1.31 0.304
O 7.221720 0.955494 -1.846513 -0.20 0.67 1.86 -0.664
H 7.509135 0.801672 -0.888655 -0.79 0.61 -2.08 0.328
H 6.626583 1.773445 -1.869492 0.95 -1.61 0.27 0.398
O -7.386499 0.351424 -0.426086 1.29 0.27 -1.15 -0.699
H -7.078930 0.467868 -1.382956 -0.77 -0.51 2.48 0.352
H -6.583928 0.466744 0.179175 -1.28 -0.03 -1.10 0.463
O -5.624739 0.589609 1.459332 2.20 -0.26 1.87 -0.668
H -5.519766 -0.281003 1.964086 -0.17 1.62 -0.98 0.331
H -4.779296 1.130967 1.585501 -1.80 -1.36 -0.33 0.300
O 1.486746 -3.102891 3.196940 0.49 -1.91 1.05 -0.725
H 1.375668 -4.039933 2.831738 0.16 1.83 1.10 0.302
H 1.710506 -3.172723 4.181225 -0.28 -0.16 -2.12 0.318
O -0.726992 -4.675899 -1.018476 -1.53 0.21 0.61 -0.707
H -0.672863 -4.194027 -0.130429 -0.54 -1.00 -1.62 0.438
H -1.694342 -4.920974 -1.185613 2.07 0.64 0.89 0.303
O -4.517586 0.966812 -1.465729 0.66 0.12 -1.76 -0.632
H -5.326339 0.726547 -2.024257 1.75 0.75 0.58 0.363
H -3.770951 1.237812 -2.092510 -1.77 -0.63 1.08 0.298
O 3.149580 4.505046 -3.360219 0.74 1.62 -0.77 -0.697
H 2.736061 5.097463 -2.651835 1.02 -0.94 -0.92 0.415
H 3.629855 5.097295 -4.025303 -1.26 -1.07 1.55 0.308
O -0.770045 -1.986595 4.340186 -0.30 -0.28 -1.68 -0.717
H 0.005311 -2.314172 3.778691 -1.90 0.55 0.66 0.507
H -1.609808 -2.037281 3.778057 1.86 -0.26 1.12 0.321
O 5.642748 3.524362 0.473126 -0.56 1.40 -0.84 -0.652
H 5.798054 3.853765 -0.470873 -0.61 -0.66 1.91 0.317
H 4.912792 4.089075 0.887885 1.44 -1.08 -1.34 0.383
O -6.191334 -2.284903 2.668452 -1.78 -0.97 -0.31 -0.605
H -6.974143 -2.381182 3.302250 1.61 0.05 -1.52 0.269
H -6.392567 -2.822354 1.835139 0.26 1.09 1.83 0.296
O -6.709974 0.556760 -3.037629 -1.38 0.23 -2.57 -0.689
H -6.770082 -0.115425 -3.791494 -0.03 1.51 1.57 0.279
H -7.342740 1.318914 -3.243756 1.29 -1.67 0.22 0.315
O 5.652085 3.077544 -2.539241 0.19 1.71 -1.35 -0.629
H 4.747870 3.378786 -2.878964 1.38 -0.14 0.41 0.304
H 6.364241 3.600143 -3.032682 -1.76 -1.05 0.85 0.247



No. 2
69
Properties=species:S:1:pos:R:3:forces:R:3:mulliken_charge:R:1 method="wB97M-V/def2-TZVPD" homo_lumo_gap_ev=3.9 molar_mass_da=582.6 multiplicity=1 e_tot_ha=-1046.17248 charge=-1 e_homo_ev=-1.61 max_force_ha_per_bohr=0.31787
Pb -1.403704 -1.945668 -0.783447 -12.22 -6.95 -0.62 -1.149
Zr 1.611527 0.525668 -1.099714 11.31 10.19 -5.96 2.533
B 0.538574 0.678727 -2.512150 -8.05 0.53 -10.39 0.066
H 0.913811 -0.308658 -2.291931 -1.29 -3.02 -3.40 -1.078
H 1.339921 1.354995 -2.766606 2.76 1.88 -2.51 -0.211
H -0.323151 0.699257 -3.161192 -1.96 0.09 -2.54 0.085
H 0.193202 1.077343 -1.570843 -5.29 2.21 -0.96 -0.635
B 2.410493 0.332175 0.497390 7.35 -3.80 11.06 1.434
H 2.478527 -0.467712 -0.223575 3.85 -5.35 1.57 0.041
H 2.988581 1.177471 0.157511 3.28 1.23 -0.57 0.091
H 1.377746 0.585658 0.680252 -2.10 0.36 2.32 -0.983
H 2.845709 0.023534 1.435239 1.22 -1.48 3.16 0.223
B 1.905421 -1.658463 -1.984948 2.59 -3.28 -2.07 0.192
H 2.860168 -2.101365 -2.222751 3.96 -1.51 -0.75 -0.257
H 1.362890 -1.521634 -2.907546 -1.38 -0.74 -3.26 -0.232
H 1.366336 -2.302213 -1.307293 0.35 -1.65 1.98 -0.207
H 2.099710 -0.665977 -1.608845 6.03 -7.23 -3.54 -0.242
B -0.574161 -2.926141 -2.347831 1.20 -3.51 -4.41 2.468
H -0.958153 -1.963280 -2.647280 -0.40 2.27 -3.11 -1.063
H -1.327879 -3.507688 -1.839963 -2.37 -3.70 -0.17 0.040
H -0.304054 -3.539437 -3.193506 1.62 -1.96 -3.26 -0.311
H 0.244415 -2.769968 -1.662422 1.64 -0.91 0.81 -0.024
B -0.429435 -3.150124 0.672583 1.69 -3.12 3.00 1.680
H 0.486128 -3.053195 0.109915 3.38 0.45 -1.17 0.118
H -1.073349 -3.731124 0.030661 -1.92 -3.25 -1.23 -0.058
H -0.291346 -3.807438 1.517051 0.62 -2.07 3.54 -0.302
H -0.869662 -2.204607 0.949027 -0.28 0.62 3.46 -1.335
B 1.165138 2.235332 -0.571770 -1.59 12.33 1.74 1.519
H 0.896567 3.116142 -0.009394 -0.69 3.37 1.66 0.134
H 0.611520 1.385146 -0.204428 -2.95 3.37 2.49 -7.441
H 1.051412 2.379103 -1.635090 -0.55 2.48 -2.18 0.101
H 2.205271 1.982608 -0.435756 2.46 3.41 1.08 0.155
B 0.210051 -0.635245 -0.425745 -1.77 -2.36 2.75 0.918
H -0.222436 -0.930952 -1.369007 1.49 1.60 -2.81 1.271
H 1.255693 -0.889175 -0.505615 -0.26 -5.24 2.63 0.812
H 0.152575 0.440480 -0.364303 -3.00 0.63 0.50 -0.828
H -0.263305 -1.117340 0.415538 1.66 1.16 3.14 0.237
C -0.561673 1.482812 1.403276 1.44 1.36 2.34 -0.566
O -0.469920 0.722162 2.609063 2.97 4.78 1.29 0.155
C -0.340011 1.452101 3.790896 0.29 0.18 0.77 -0.852
C 0.957078 2.231677 4.006236 -1.08 0.48 -2.04 -0.722
O 1.999822 1.475582 3.451418 1.73 1.25 -0.13 -0.314
C 2.892157 2.218762 2.526474 -1.13 -0.14 0.44 -0.721
H -0.466489 0.816406 0.545986 -0.80 0.37 2.81 -0.213
H 0.307653 2.137146 1.338349 -0.75 0.24 0.69 0.954
H -1.493290 2.017183 1.217132 0.27 0.82 1.30 0.802
H -0.323045 0.789069 4.655891 -0.46 -0.89 -0.41 0.397
H -1.211541 2.090908 3.933915 -0.14 0.44 0.05 0.451
H 0.950507 2.462588 5.071479 0.85 -0.02 0.22 0.430
H 0.851756 3.157827 3.441209 0.23 0.43 0.13 0.332
H 3.825535 1.660933 2.450708 -0.28 0.20 0.06 0.271
H 3.052115 3.280685 2.713130 0.20 0.03 1.35 0.449
H 2.416779 2.343123 1.553522 -0.03 -0.61 0.08 0.467
C -2.219906 -0.339604 -3.375352 -0.95 -0.43 -0.49 -1.227
O -2.085192 -0.318263 -1.970893 -0.97 4.48 -3.48 0.269
C -3.214547 0.145993 -1.313252 0.11 0.82 1.65 -1.112
C -2.706411 0.382491 0.196065 -1.55 -0.63 -1.95 0.521
O -2.272243 -0.857661 0.754726 -4.14 3.76 5.82 -0.450
C -1.753538 -0.843647 2.155363 -2.01 -1.94 -0.85 -0.872
H -2.498185 0.675732 -3.657769 0.02 -0.13 -0.71 0.249
H -2.981549 -1.086884 -3.598003 -0.56 0.14 -0.24 0.171
H -1.322932 -0.751063 -3.838196 -0.20 0.70 0.12 0.439
H -4.074773 -0.503641 -1.474755 0.12 -0.68 0.65 0.280
H -3.578900 1.065879 -1.770588 0.49 0.71 0.22 0.515
H -3.539134 0.842810 0.727812 0.06 -0.04 0.43 0.429
H -1.809348 1.001203 0.219655 -2.27 -0.24 -1.53 -0.521
H -2.038419 -1.782759 2.629750 0.15 -0.37 -0.54 0.230
H -2.131214 -0.076837 2.831730 -0.88 -0.12 -0.72 0.274
H -0.691890 -0.688948 1.962809 -1.10 -2.01 0.68 0.724



No. 3
25
Properties=species:S:1:pos:R:3:forces:R:3:mulliken_charge:R:1 method="wB97M-V/def2-TZVPD" homo_lumo_gap_ev="7.1 / 7.1" molar_mass_da=527.0 multiplicity=1 e_tot_ha=-2099.11999 de_lowest_kcal_mol=5.4 e_homo_ev="-10.32 / -10.32" max_force_ha_per_bohr=0.02220
Au 1.332874 -1.927418 0.693250 -0.73 0.32 0.30 0.968
O -1.938963 -0.724679 2.770075 0.12 -0.30 0.40 -0.572
C -1.111469 -0.813772 1.906187 -0.03 0.36 -0.32 0.760
O 0.013635 -1.510073 2.069174 -0.12 -0.01 0.22 -0.559
C -1.303098 -0.032241 0.637098 -0.07 0.06 0.34 0.577
C -2.102364 1.103618 0.700126 0.16 -0.34 0.39 -0.799
C -2.246885 1.887767 -0.412462 -0.30 0.42 0.10 -0.079
C -1.629619 1.602461 -1.603012 0.47 -0.38 -0.37 -0.617
C -0.853821 0.461530 -1.644268 -0.31 -0.05 -0.56 0.101
C -0.707640 -0.396525 -0.557338 0.79 -0.81 -0.15 0.560
O -0.008341 -1.563005 -0.727136 0.27 0.62 0.47 -0.815
N -0.220105 0.072968 -2.914266 0.38 -0.15 0.06 0.940
O -0.558866 -0.986685 -3.395619 0.01 0.35 -0.01 -0.520
O 0.627281 0.830372 -3.350386 -0.32 -0.12 -0.03 -0.560
N -3.080546 3.100615 -0.330405 -0.14 0.11 0.02 1.016
O -3.234457 3.735535 -1.355857 0.01 -0.05 0.19 -0.613
O -3.557468 3.380081 0.750926 0.08 -0.02 -0.22 -0.593
H -2.592129 1.367146 1.625967 0.02 -0.04 0.02 0.597
H -1.753637 2.247894 -2.459857 0.07 -0.03 -0.04 0.562
F 2.680902 -2.533455 -0.532762 0.13 0.07 -0.25 -0.612
Cl 4.884224 -0.268223 1.305024 -0.03 0.00 0.00 -0.100
C 4.561797 -1.966697 1.555973 0.19 0.10 -0.04 -0.168
Cl 3.054920 -2.204538 2.529617 -0.55 -0.03 -0.64 -0.063
H 5.358799 -2.412650 2.138936 -0.05 -0.04 0.03 0.335
H 4.384976 -2.450025 0.601019 -0.03 -0.05 0.07 0.256



No. 4
18
Properties=species:S:1:pos:R:3:forces:R:3:mulliken_charge:R:1 method="wB97M-V/def2-TZVPD" homo_lumo_gap_ev=8.4 molar_mass_da=319.9 multiplicity=1 e_tot_ha=-5715.14338 de_lowest_kcal_mol=31.6 e_homo_ev=-10.45 max_force_ha_per_bohr=0.05248
C -1.352398 -1.295471 0.565159 -0.17 -0.60 0.42 -0.038
C -0.858534 -0.796394 -1.965791 0.94 0.47 -0.60 0.111
C 0.709989 0.847940 -1.032542 -1.52 -0.75 -0.52 0.553
C 0.904575 -0.412485 1.196640 -0.17 2.21 1.46 0.191
C -0.257172 1.420421 -0.058982 -0.93 0.15 0.40 -0.890
C 0.055573 -1.447401 0.573490 0.26 -0.37 -1.48 0.108
C 0.354963 1.067837 1.286365 -0.17 0.28 0.61 -0.093
C 0.466005 -0.631478 -1.418176 -0.42 -1.30 2.33 0.185
N -2.482737 -1.456656 0.457533 -0.62 0.28 0.08 -0.423
N -1.933019 -0.636216 -2.345149 -0.01 -0.35 -0.08 -0.413
O 1.583693 1.467677 -1.512931 1.79 0.78 -0.77 -0.455
O 2.007599 -0.566756 1.619444 1.01 -1.16 0.02 -0.522
Br -0.976382 1.095351 2.782930 0.54 0.05 -0.66 -0.115
Br 1.993631 -1.512268 -2.103268 -0.60 0.11 -0.07 0.044
H -0.303825 2.484516 -0.185168 0.09 0.55 -0.12 0.461
H -1.277906 1.046426 -0.216442 0.35 -0.15 0.22 0.424
H 0.245060 -2.564598 0.779614 0.56 1.90 -0.77 0.394
H 1.120886 1.889557 1.577273 -0.93 -2.11 -0.45 0.477



No. 5
21
Properties=species:S:1:pos:R:3:forces:R:3:mulliken_spin:R:1 method="wB97M-V/def2-TZVPD" homo_lumo_gap_ev="4.2 / 4.5" molar_mass_da=618.0 multiplicity=6 e_tot_ha=-5503.70790 charge=+4 e_homo_ev="-20.84 / -20.84" max_force_ha_per_bohr=0.17066 s2=8.755
Ho 1.152917 2.322127 -2.804497 3.09 -3.19 0.86 4.034
Ce -1.010752 0.450049 -0.541453 -0.12 -0.66 1.03 1.012
Cl 1.383544 1.939243 -0.204671 -0.73 0.14 -1.28 -0.014
Cl 0.078188 -0.018231 -3.186534 -0.07 1.29 0.80 -0.016
C -2.885256 -0.955640 -1.842160 -5.20 -4.03 -2.86 -0.001
C 0.769057 4.491926 -2.065420 0.07 8.39 2.56 -0.006
C 0.019714 3.136340 -4.646439 -2.88 2.92 -7.49 -0.002
O -3.718284 -1.617374 -2.317874 4.60 3.63 2.55 0.001
O 0.835824 5.599202 -1.713137 -0.47 -6.09 -1.89 0.001
O -0.320369 3.524333 -5.683962 1.62 -2.00 5.37 -0.001
Br 0.200073 -0.171358 5.007278 0.06 -0.50 -1.09 0.000
C 0.245444 -1.025125 3.298110 -0.34 1.21 0.53 0.000
C 0.715790 -2.345779 3.166147 -0.41 0.51 -0.76 -0.001
C 0.752461 -2.963029 1.912135 0.06 -0.41 -0.77 -0.001
C 0.301906 -2.265610 0.792086 -0.67 1.27 1.04 0.000
N -0.234982 -0.991581 0.943246 1.13 -0.78 0.61 -0.005
C -0.206482 -0.341515 2.161444 0.31 -1.86 -0.42 -0.001
H 1.042004 -2.852713 4.050520 0.20 -0.36 0.36 0.000
H 1.119534 -4.002187 1.777456 -0.20 0.85 0.21 0.000
H 0.305380 -2.603074 -0.232064 0.09 -0.58 0.02 0.000
H -0.545711 0.689996 2.129788 -0.13 0.25 0.62 0.000



No. 6
21
Properties=species:S:1:pos:R:3:forces:R:3:mulliken_spin:R:1 method="wB97M-V/def2-TZVPD" homo_lumo_gap_ev="6.0 / 3.6" molar_mass_da=439.3 multiplicity=6 e_tot_ha=-3985.94599 charge=+4 e_homo_ev="-22.97 / -23.17" max_force_ha_per_bohr=0.23274 s2=8.796
Ru -0.196817 -1.220611 -3.975461 -0.14 0.12 4.28 2.410
Ga -1.344947 -1.021312 -1.142526 -0.15 0.78 0.00 0.567
Cl -1.477999 0.726529 -3.069487 -0.07 -1.15 0.39 0.384
Cl 1.150902 -0.908181 -2.263972 0.63 -0.56 0.76 0.491
C -1.204248 -2.291126 0.631799 0.99 -4.57 8.00 0.169
C -0.518297 -0.254709 -5.456398 -2.14 5.58 -10.37 -0.161
C 0.372726 -2.453045 -5.327453 2.53 -5.58 -9.06 -0.083
O -1.089497 -2.887105 1.654040 -0.94 4.14 -7.42 -0.023
O -0.703784 0.290174 -6.479540 1.08 -2.77 5.82 0.141
O 0.625300 -2.996779 -6.357481 -1.65 3.59 7.45 0.098
Cl -1.427391 3.465791 2.734513 0.80 -0.79 0.33 0.276
C -0.402461 2.126709 2.804415 -0.83 1.52 -0.62 0.219
C 0.555619 1.888772 3.771846 0.63 0.85 1.99 -0.009
C 1.268536 0.712524 3.801685 -0.15 0.49 -0.24 0.033
C 1.068120 -0.182562 2.687810 0.93 0.82 1.99 0.272
N 0.181437 0.071857 1.727878 0.24 -0.47 -1.15 -0.046
C -0.448979 1.226774 1.736740 -0.12 -1.44 -1.24 0.251
H 0.691041 2.716108 4.478909 0.16 -0.62 0.20 -0.002
H 2.007788 0.536523 4.612002 -0.51 -0.08 -0.80 0.001
H 1.801994 -0.981426 2.643144 -0.53 -0.50 -0.46 0.011
H -0.909044 1.435103 0.787544 -0.78 0.64 0.15 -0.001